The following is a quantum chemistry calculation of a molecular structure, C16H23AuN4O2, from the Open Molecules 2025 dataset.

Last column: Löwdin charge in e.
Cartesian coordinates (Å):
Au1 -0.44 0.19 -0.90  0.797
C1 1.23 -4.05 -1.63  -0.025
C2 0.40 -3.00 -0.96  -0.356
O1 0.30 -1.85 -1.72  -0.102
C3 -0.17 -3.18 0.24  -0.006
C4 -0.87 -2.29 1.18  -0.323
C5 -0.99 -2.81 2.58  -0.036
N1 -1.31 -1.14 0.80  -0.049
N2 -1.94 -0.34 1.72  0.046
C6 -1.87 0.94 1.46  -0.468
O2 -1.20 1.54 0.53  -0.205
C7 -2.63 1.84 2.37  -0.150
C8 -2.53 3.22 2.23  -0.031
C9 -3.24 4.07 3.07  -0.087
C10 -4.05 3.54 4.06  -0.099
C11 -4.16 2.17 4.21  -0.089
C12 -3.46 1.32 3.37  -0.037
H1 0.98 -4.12 -2.69  0.088
H2 1.06 -5.02 -1.17  0.083
H3 2.29 -3.81 -1.55  0.086
H4 0.00 -4.17 0.64  0.107
H5 0.00 -2.87 3.04  0.086
H6 -1.41 -3.81 2.58  0.079
H7 -1.61 -2.15 3.18  0.059
H8 -1.89 3.61 1.45  0.108
H9 -3.15 5.14 2.95  0.098
H10 -4.60 4.20 4.72  0.097
H11 -4.80 1.75 4.98  0.098
H12 -3.54 0.24 3.47  0.101
N3 2.48 -0.66 -2.83  -0.090
C13 1.72 0.33 -3.61  -0.212
C14 2.39 1.70 -3.69  -0.219
N4 2.77 2.22 -2.38  -0.064
C15 3.59 1.26 -1.67  -0.217
C16 2.94 -0.11 -1.54  -0.211
H13 3.28 -0.97 -3.37  0.123
H14 1.15 -1.69 -2.21  0.060
H15 0.74 0.46 -3.12  0.072
H16 1.53 -0.08 -4.60  0.121
H17 1.72 2.41 -4.18  0.117
H18 3.30 1.63 -4.30  0.116
H19 1.93 2.43 -1.84  0.102
H20 3.84 1.65 -0.68  0.117
H21 4.53 1.16 -2.22  0.116
H22 2.06 -0.05 -0.89  0.075
H23 3.62 -0.83 -1.07  0.120

Values from the calculation:
orbital gap	0.2887	Eh
electronic energy	-30710.71753	eV
lowest unoccupied orbital energy	0.009	hartree
charge	0
energy relative to the best compared isomer or geometry (same formula, charge and spin)	0.0	kJ/mol
HOMO level	-7.609	eV

The following is a quantum chemistry calculation of a molecular structure, C2H6I2N3 in a non-equilibrium geometry, from the Open Molecules 2025 dataset.

Last column: Löwdin charge in e.
Cartesian coordinates (Å):
C1 -1.09 0.42 0.67  -0.234
C2 0.31 2.17 -0.27  -0.462
N1 -1.82 1.03 1.35  0.316
N2 -0.45 0.16 -0.34  -0.073
N3 0.63 -0.59 -0.44  -0.083
I1 2.19 1.73 -0.83  1.156
I2 0.27 -4.49 -0.72  0.406
H1 0.02 2.58 0.62  -0.004
H2 -0.26 2.34 -1.11  -0.013
H3 -2.63 1.04 1.84  0.088
H4 1.61 -4.03 0.09  -0.322
H5 0.73 -1.08 0.44  0.091
H6 0.48 -1.28 -1.29  0.133

Values from the calculation:
orbital gap (alpha / beta)	0.2841 / 0.2841	Eh
electronic energy	-22830.99538	eV
lowest unoccupied orbital energy (alpha / beta)	-0.195 / -0.195	hartree
charge	+1
energy relative to the best compared isomer or geometry (same formula, charge and spin)	465.9	kJ/mol
HOMO level (alpha / beta)	-13.047 / -13.047	eV

The following is a quantum chemistry calculation of C2H3BrSi in the gas phase in a non-equilibrium geometry, from the Open Molecules 2025 dataset.

Last column: Löwdin charge in e.
Cartesian coordinates (Å):
C1 -0.13 -1.06 -0.22  -0.142
C2 0.67 0.15 0.80  -0.774
Si1 -0.52 0.69 -0.60  0.517
Br1 1.86 -0.35 2.13  0.628
H1 -0.16 -2.07 -0.20  -0.049
H2 0.25 1.58 -1.28  -0.109
H3 -1.97 1.06 -0.64  -0.071

Values from the calculation:
orbital gap (alpha / beta)	0.3112 / 0.3113	Eh
SMILES	BrC1=C[SiH2]1
electronic energy	-80037.05561	eV
lowest unoccupied orbital energy (alpha / beta)	-0.007 / -0.007	hartree
charge	0
energy relative to the best compared isomer or geometry (same formula, charge and spin)	406.3	kJ/mol
HOMO level (alpha / beta)	-8.665 / -8.667	eV

The following is a quantum chemistry calculation of a molecular structure, C44H41AuFN4O8Te in a non-equilibrium geometry, from the Open Molecules 2025 dataset.

Last column: Löwdin charge in e.
Cartesian coordinates (Å):
Au1 0.08 -0.36 -0.61  1.129
O1 5.51 0.54 2.20  0.117
C1 4.69 -0.22 2.88  -0.520
O2 4.92 -0.59 4.01  0.077
C2 3.43 -0.68 2.21  -0.045
C3 2.56 -1.54 2.86  0.000
N1 1.51 -1.73 2.04  0.049
N2 1.65 -1.04 0.90  0.011
C4 2.79 -0.39 0.98  -0.121
C5 3.14 0.57 -0.15  -0.623
O3 4.30 1.02 -0.17  0.005
O4 2.23 0.81 -0.97  -0.068
H1 5.15 0.76 1.27  0.093
H2 2.64 -2.00 3.83  0.139
H3 0.68 -2.28 2.20  0.133
C6 -1.00 -1.48 -7.85  -0.042
C7 -2.26 -0.88 -7.25  -0.295
C8 -2.65 0.40 -7.98  -0.146
C9 -3.94 0.96 -7.41  -0.128
C10 -3.80 1.17 -5.93  -0.131
C11 -4.55 2.12 -5.28  0.057
C12 -4.40 2.31 -3.90  -0.255
F1 -5.16 3.25 -3.31  0.071
C13 -3.53 1.57 -3.16  0.075
C14 -2.75 0.60 -3.81  -0.041
C15 -1.81 -0.19 -3.01  -0.283
O5 -1.77 0.02 -1.76  -0.165
C16 -1.04 -1.14 -3.71  -0.015
C17 -1.26 -1.30 -5.05  0.039
N3 -2.10 -0.58 -5.80  0.040
C18 -2.88 0.39 -5.19  -0.064
C19 -0.02 -2.10 -3.11  -0.608
O6 0.10 -3.19 -3.67  0.044
O7 0.69 -1.70 -2.12  -0.129
H4 -1.12 -1.51 -8.94  0.088
H5 -0.81 -2.50 -7.52  0.083
H6 -0.12 -0.88 -7.62  0.103
H7 -3.08 -1.59 -7.34  0.160
H8 -2.77 0.16 -9.04  0.124
H9 -1.84 1.13 -7.89  0.139
H10 -4.75 0.25 -7.61  0.131
H11 -4.21 1.90 -7.89  0.123
H12 -5.25 2.74 -5.82  0.134
H13 -3.41 1.73 -2.10  0.128
H14 -0.71 -2.09 -5.55  0.130
C20 -9.55 -1.35 1.71  -0.045
C21 -8.07 -1.12 1.55  -0.256
C22 -7.50 0.10 1.87  -0.007
C23 -6.13 0.33 1.73  -0.310
C24 -5.56 1.68 2.08  -0.069
C25 -5.35 -0.73 1.26  -0.304
Te1 -3.17 -0.33 1.16  1.920
N4 -1.03 0.30 1.06  -0.196
C26 -1.05 1.09 2.11  -0.620
O8 -2.10 1.23 2.81  -0.141
C27 0.20 1.77 2.55  -0.164
C28 1.03 2.42 1.64  -0.033
C29 2.20 3.01 2.09  -0.058
C30 2.55 2.94 3.43  -0.066
C31 1.72 2.28 4.33  -0.067
C32 0.54 1.71 3.90  -0.024
C33 -2.57 -2.02 2.26  -0.330
C34 -1.81 -3.01 1.62  -0.322
C35 -1.55 -3.07 0.14  -0.082
C36 -1.30 -4.04 2.41  -0.025
C37 -1.54 -4.12 3.77  -0.255
C38 -0.98 -5.24 4.60  -0.041
C39 -2.34 -3.14 4.36  -0.002
C40 -2.87 -2.09 3.63  -0.269
C41 -3.76 -1.09 4.32  -0.046
C42 -5.89 -1.96 0.89  -0.285
C43 -5.06 -3.08 0.33  -0.047
C44 -7.26 -2.13 1.05  -0.009
H15 -10.05 -0.46 2.09  0.075
H16 -9.74 -2.17 2.41  0.085
H17 -10.01 -1.63 0.76  0.084
H18 -8.13 0.90 2.25  0.118
H19 -6.34 2.33 2.46  0.082
H20 -5.13 2.16 1.20  0.082
H21 -4.77 1.61 2.83  0.058
H22 0.78 2.45 0.59  0.107
H23 2.86 3.50 1.38  0.117
H24 3.49 3.37 3.77  0.111
H25 2.00 2.22 5.38  0.107
H26 -0.12 1.21 4.59  0.116
H27 -2.00 -2.26 -0.42  0.014
H28 -1.95 -4.01 -0.26  0.101
H29 -0.48 -3.06 -0.09  0.073
H30 -0.70 -4.81 1.93  0.130
H31 -0.27 -5.84 4.03  0.078
H32 -1.78 -5.90 4.94  0.087
H33 -0.47 -4.86 5.48  0.085
H34 -2.56 -3.20 5.42  0.124
H35 -3.68 -1.20 5.40  0.085
H36 -4.80 -1.23 4.03  0.087
H37 -3.47 -0.06 4.07  0.048
H38 -4.34 -2.73 -0.41  0.067
H39 -5.70 -3.82 -0.15  0.085
H40 -4.49 -3.59 1.12  0.085
H41 -7.70 -3.09 0.78  0.123

Values from the calculation:
orbital gap (alpha / beta)	0.2764 / 0.2156	Eh
electronic energy	-82335.21038	eV
lowest unoccupied orbital energy (alpha / beta)	-0.017 / -0.095	hartree
charge	0
2S+1	4
energy relative to the best compared isomer or geometry (same formula, charge and spin)	0.0	kJ/mol
HOMO level (alpha / beta)	-7.993 / -8.462	eV

- Number 3 is which compound?
  C2H3BrSi